(1)
# C7H9N2

C7H9N2 in the gas phase in a non-equilibrium geometry (ωB97M-V with the def2-TZVPD basis set, OMol25).

```
18
Properties=species:S:1:pos:R:3:forces:R:3
C -1.5876 2.0753 -0.1773 -0.562 0.818 -0.232
C -1.1668 0.8824 0.6583 0.827 -0.322 -0.368
C 0.0498 0.1719 -0.0425 0.421 0.168 -0.278
C 1.2436 1.0570 -0.0150 1.106 1.648 -0.273
N 2.1373 1.8092 -0.0129 -1.710 -1.641 0.098
H -2.5052 2.5227 0.2464 0.412 -0.120 -0.158
H -0.8226 2.8760 -0.2192 -0.295 -0.526 0.089
H -1.8336 1.7972 -1.2171 0.153 -0.012 0.390
H -0.9222 1.2088 1.6661 0.326 -0.017 0.097
H -2.0023 0.1970 0.7825 0.033 -0.308 -0.259
H -0.2402 0.0521 -1.1105 0.282 0.008 0.554
C 0.4913 -1.2157 0.5105 -1.020 0.336 1.015
C 1.5667 -1.9752 -0.1627 0.541 0.027 0.421
C 1.3667 -2.8098 -1.2392 0.190 -2.593 -2.380
N 1.3175 -3.6445 -2.0904 -0.087 2.391 2.095
H 0.8316 -1.0900 1.5633 -0.557 -0.006 -0.576
H -0.4369 -1.8071 0.4809 0.260 -0.058 0.277
H 2.5129 -2.1075 0.3787 -0.322 0.206 -0.512
```
Forces are in eV/Å.

Properties
Relative energy (zero: lowest compared OMol25 entry of this formula, charge and spin)   0.000 eV
F_max   3.53 eV/Å
Multiplicity   2
Expectation value of S²   0.77
HOMO energy (alpha / beta)   -9.4 / -11.7 eV

***

(2)
# C6H16N2O

2 unconnected molecules or ions with the total composition C6H16N2O in a non-equilibrium geometry (ωB97M-V with the def2-TZVPD basis set, OMol25).

```
25
Properties=species:S:1:pos:R:3:forces:R:3
C -1.0586 0.8217 -0.2134 -1.111 1.790 0.157
C -0.1639 -1.4061 -0.5205 -0.538 -0.406 -0.767
C -1.3018 -0.3994 -0.9680 1.361 -1.363 0.823
C 1.7597 0.3667 0.1269 -0.075 -0.993 -0.691
C -0.6119 2.0617 -0.9141 0.178 0.131 0.165
C -1.6474 1.0336 1.1469 0.141 -0.157 0.050
N -0.3364 -1.9816 0.7648 0.062 0.124 -0.066
N 2.6139 -0.6367 0.7333 0.274 0.006 0.331
O 0.1335 -2.3605 -1.4702 -0.114 -0.609 0.084
H 0.0326 -3.2426 -1.0719 -0.034 0.240 -0.225
H 0.9298 -0.4228 -0.4655 0.425 1.064 0.712
H 0.4609 -2.5617 1.0121 0.075 0.165 -0.119
H -0.3876 -1.2687 1.4825 -0.126 0.054 -0.041
H 3.2263 -1.0794 0.0596 -0.028 0.088 0.058
H 3.1741 -0.2668 1.4910 0.093 -0.040 -0.105
H -2.2347 -0.8995 -0.6953 -0.172 0.078 -0.130
H -1.2123 -0.2884 -2.0467 -0.050 0.035 0.014
H 1.3061 0.9820 0.8967 -0.181 -0.050 -0.011
H 2.2307 0.9997 -0.6335 -0.018 0.006 0.040
H -0.2121 1.8499 -1.9067 0.024 0.026 0.028
H 0.1593 2.5999 -0.3396 -0.082 -0.123 -0.111
H -1.4322 2.7860 -1.0255 -0.057 -0.072 -0.056
H -2.4825 1.7487 1.1235 0.036 -0.003 -0.037
H -0.9109 1.4532 1.8487 -0.061 -0.004 -0.082
H -2.0343 0.1111 1.5848 -0.024 0.011 -0.020
```
Forces are in eV/Å.

Properties
Relative energy (zero: lowest compared OMol25 entry of this formula, charge and spin)   5.112 eV
F_max   2.11 eV/Å
HOMO energy (alpha / beta)   -6.9 / -6.0 eV

***

(3)
# C16H32FN6SiW

A molecular structure, C16H32FN6SiW in a non-equilibrium geometry (ωB97M-V with the def2-TZVPD basis set, OMol25).

```
57
Properties=species:S:1:pos:R:3:forces:R:3
W -0.3243 -0.5222 0.3879 0.555 1.284 -2.008
N -1.7587 1.2539 0.6687 0.080 -0.125 0.247
C -1.6362 1.8792 2.0170 0.043 -0.001 0.009
C -1.4176 0.7735 3.0180 -0.083 0.049 -0.027
N -0.2685 -0.1096 2.6136 -0.013 0.028 -0.008
C 0.9968 0.5857 3.0141 0.080 0.085 -0.019
C 2.1613 0.0094 2.2585 -0.033 -0.020 -0.038
N 1.8010 0.0836 0.8186 -0.039 0.258 0.089
C -0.3738 -1.3923 3.3742 -0.019 -0.056 -0.007
C -1.6147 -2.1502 2.9414 -0.012 0.026 -0.013
N -1.8531 -1.9023 1.4757 0.028 -0.015 0.034
H -1.5617 1.9600 -0.0351 0.079 0.033 -0.078
H -2.7360 1.0139 0.5145 -0.060 -0.026 -0.005
H -2.5325 2.4419 2.2748 -0.021 0.010 0.006
H -0.8090 2.5814 1.9917 0.020 0.007 -0.017
H -2.3194 0.1685 3.0839 -0.006 -0.016 0.005
H -1.2284 1.1716 4.0169 0.018 -0.008 0.011
H 1.1304 0.5121 4.0942 -0.011 -0.019 0.019
H 0.8966 1.6409 2.7615 -0.013 -0.031 0.023
H 2.3567 -1.0302 2.5150 -0.019 -0.030 0.023
H 3.0703 0.5732 2.4632 0.029 0.001 0.013
H 2.4221 -0.5289 0.2978 0.022 -0.033 -0.067
H 2.0072 1.0215 0.4778 -0.022 -0.208 0.170
H -0.4040 -1.1884 4.4469 0.007 0.017 0.004
H 0.5220 -1.9745 3.1726 0.042 -0.013 0.019
H -2.4944 -1.8403 3.4979 -0.021 -0.006 0.014
H -1.4947 -3.2156 3.1229 0.024 -0.020 -0.006
H -2.8210 -1.6117 1.3552 -0.043 0.061 0.010
H -1.8125 -2.7932 0.9893 -0.034 -0.036 -0.030
C 0.9326 -2.2504 -2.8297 -0.078 -0.002 -0.098
Si -0.3943 -0.9676 -2.6001 -0.032 -0.020 -0.155
C -1.8998 -1.4856 -1.5449 0.152 -0.133 0.036
C -1.1214 -0.4123 -4.2088 0.030 0.107 0.123
N 0.2450 0.2896 -1.4026 -1.231 -1.637 1.852
C 0.8768 1.4283 -1.8489 1.001 0.744 -0.280
C 1.3401 1.5654 -3.1825 -0.198 -0.304 0.340
C 1.9786 2.6999 -3.6219 0.101 0.269 0.066
C 2.1851 3.7715 -2.7519 -0.047 -0.121 0.017
C 1.7640 3.6823 -1.4281 0.089 0.185 -0.127
C 1.1500 2.5333 -1.0136 -0.195 -0.324 -0.341
F 0.7533 2.4462 0.2878 -0.204 0.397 0.170
H 1.3002 -2.2065 -3.8579 -0.002 -0.015 0.026
H 0.5428 -3.2611 -2.6845 -0.004 0.013 -0.017
H 1.7927 -2.1159 -2.1734 -0.007 0.021 0.008
H -2.0040 -2.5606 -1.4094 -0.024 -0.004 0.023
H -2.7672 -1.1298 -2.1111 0.016 -0.010 -0.031
H -2.1155 -0.9642 -0.5897 -0.184 0.016 0.028
H -1.7780 -1.2359 -4.5161 0.006 0.019 -0.002
H -0.3914 -0.2828 -5.0066 0.011 0.023 0.025
H -1.7384 0.4855 -4.1442 0.021 0.004 0.021
H 1.2189 0.7384 -3.8664 -0.027 -0.036 -0.061
H 2.3254 2.7600 -4.6446 -0.013 -0.006 0.014
H 2.6789 4.6706 -3.0967 -0.013 -0.021 0.003
H 1.9123 4.4940 -0.7273 -0.002 -0.005 -0.016
N 1.1194 -3.4131 0.4727 0.054 -0.083 -0.085
C 0.6252 -2.3707 0.4031 0.240 -0.289 0.082
H 1.5648 -4.3194 0.4684 -0.037 0.014 0.006
```
Forces are in eV/Å.

Properties
Relative energy (zero: lowest compared OMol25 entry of this formula, charge and spin)   0.710 eV
F_max   2.76 eV/Å
Total charge   +3
HOMO energy (alpha / beta)   -17.3 / -17.3 eV

***

Record order is preserved below.
Total energy: -381.56463, -422.79887, -1412.93417 hartree